[1]
Density functional theory data (ωB97M-V with the def2-TZVPD basis set) for C16H31MoNOP2 as an isolated structure at a distorted geometry.

Atoms and positions in Å:
C1 -1.4246 -3.2598 -1.2803
H1 0.5059 -1.4693 1.0105
C2 -0.1340 3.5677 1.6581
H2 -1.0205 0.6146 -2.9055
H3 -1.0563 -2.2862 -3.8380
C3 -0.0949 0.3974 0.1651
H4 -0.1752 -0.9093 -4.4886
H5 -2.5335 1.0516 1.8149
O1 3.9148 2.8325 3.9979
H6 -0.6245 2.6101 -2.0591
P1 -1.0293 2.3164 0.3593
H7 -1.7397 3.8181 -1.3789
C4 -0.0684 -2.8350 -0.7704
H8 4.1533 -0.6243 1.7599
C5 -1.4666 2.7512 -1.3631
H9 -1.3680 -3.8030 -2.2407
H10 1.1395 -2.9081 -3.4651
H11 -3.0853 -2.1173 -0.4894
H12 1.6865 -1.2522 -3.1336
H13 2.7056 -0.1760 4.4174
H14 -2.8230 0.0138 -1.4441
H15 3.0104 -1.2634 0.5249
C6 0.8888 -1.9735 -2.9224
C7 3.2855 -0.3889 1.1327
H16 -3.3263 1.4642 0.2695
H17 0.6965 0.5648 -0.6209
C8 2.0370 -0.7554 3.7713
H18 -3.0809 2.7259 1.5053
H19 1.0601 -0.8404 4.2774
H20 -2.3069 2.1596 -1.7388
C9 -2.6497 1.8275 1.0501
H21 2.4590 -1.7609 3.6474
C10 -2.5537 -2.1894 -1.4468
H22 3.5549 0.4623 0.4900
H23 -0.2937 3.4087 2.7364
N1 2.6421 2.5942 1.9719
C11 3.3062 2.7349 2.9717
C12 0.3053 -0.4520 1.3693
H24 -0.5190 -0.4557 2.1287
H25 -1.8105 -3.9958 -0.5505
H26 0.8704 4.0648 1.4813
H27 1.8247 -1.9834 -0.8992
P2 1.8830 0.0563 2.1702
H28 -3.2941 -2.5765 -2.1785
H29 -0.9913 0.0455 -0.3224
C13 -0.4408 -1.4172 -3.5395
H30 0.1564 -3.2126 0.2298
C14 -2.1660 -0.7861 -1.8177
C15 0.8893 -2.1619 -1.4376
Mo1 1.1890 1.8987 0.8306
C16 -1.2171 -0.4467 -2.7105
H31 -0.8706 4.3197 1.2999

Atomic forces in eV per Å
C -0.4687 -0.6392 -0.2910
H -0.7346 0.0386 0.0759
C -1.1081 1.1450 0.2023
H -0.1629 -0.3687 -0.0097
H 0.0487 0.5462 0.2708
C -1.5893 -0.2707 0.4786
H -0.1211 -0.3378 0.4468
H -0.0029 0.2507 -0.0377
O -1.5274 -0.2036 -3.0060
H -0.1511 0.1642 0.4186
P 0.0744 -2.0011 -0.5500
H -0.0344 -0.2467 -0.1299
C 0.2385 0.3011 -0.3334
H -0.1213 0.0768 -0.1237
C 0.6405 0.9858 -0.1079
H 0.3575 0.1884 0.4116
H -0.0132 0.4317 0.4842
H -0.0506 -0.1011 -0.1703
H -0.0116 -0.1695 -0.2699
H -0.0595 -0.0751 -0.1249
H 0.3112 -0.2943 0.1094
H 0.3314 0.2310 0.1581
C -0.0527 1.1193 -0.4217
C -0.0011 -0.3212 -0.3499
H 0.3586 0.1408 0.0134
H -0.4543 -0.6884 -0.3853
C -0.3258 0.1087 0.6111
H -0.1464 -0.1800 0.0482
H 0.3748 0.1099 -0.2813
H 0.0585 0.0342 0.4277
C 0.4961 0.3919 0.6408
H -0.1009 0.1934 -0.1549
C -0.1561 -0.0592 0.4462
H 0.0930 -0.3278 0.0272
H -0.0572 0.0429 -0.5102
N 0.8306 1.0633 -0.3214
C 1.3239 0.2248 3.0274
C 0.0540 -2.2904 0.3084
H 0.8113 -0.0521 -0.5759
H 0.0926 0.2557 -0.4849
H -0.9376 -0.4185 -0.0841
H -0.1471 -0.0384 -0.3168
P -1.5081 -0.0405 0.4305
H 0.3559 0.1875 0.4029
H 0.1594 -0.2757 -0.3591
C 0.4973 -0.5851 -0.7103
H -0.0564 0.3627 -0.0521
C 0.2420 0.2432 -1.3988
C -0.6986 -1.7304 0.3984
Mo 3.4397 2.8629 0.9517
C -0.6836 -0.0804 0.4210
H 0.2928 0.0951 0.3499

Expectation value of S²: 2.05
ΔE to the lowest compared entry with this formula, charge and spin in eV: 0.000
Strongest force on any atom in eV/A: 4.58
Spin multiplicity: 3
E_tot in Ha: -1508.30100
E_HOMO (spin up / spin down) in Eh: -0.531 / -0.537
Charge: +2

***

[2]
Density functional theory data (ωB97M-V with the def2-TZVPD basis set) for a 10-piece molecular cluster, C40H60O29 overall at a distorted geometry.

Atoms and positions in Å:
H1 -5.1399 2.5895 0.7333
H2 -3.3982 -2.0607 -3.0214
C1 2.9691 4.6148 -0.6485
C2 0.6142 -4.8959 -0.0412
O1 1.1647 0.1338 -3.3568
O2 3.4101 -2.2112 6.2538
H3 -3.6157 -3.1253 3.3164
H4 -5.8262 3.3939 3.7308
H5 0.6152 -3.3213 -2.4485
O3 -4.9487 0.0219 -4.7357
C3 3.3512 -1.3617 -1.8260
H6 4.1427 -0.8243 4.2113
H7 -6.5666 1.9992 2.8568
H8 -0.9781 0.9777 0.2464
H9 0.5855 3.3168 -0.1939
C4 -3.9695 -5.6625 0.5313
H10 -2.1222 -3.2054 2.3086
H11 -4.4252 4.7858 0.7079
C5 3.7720 2.5224 -0.6682
C6 3.7301 -3.5481 6.3896
C7 -4.0794 -3.4483 1.2394
C8 -4.1740 -1.2958 -2.9872
O4 -1.7032 2.1162 2.5608
C9 -3.3837 1.0125 -3.1472
C10 0.7257 3.1742 -5.0119
H12 -2.9532 -0.4666 -4.5600
H13 1.4051 2.8811 5.2451
C11 0.7421 0.1923 1.4137
H14 4.1175 4.2841 3.2471
C12 4.0477 -2.3323 -0.8296
O5 4.3738 -4.0135 7.3220
H15 -3.1484 1.8660 -3.7830
H16 2.2301 4.2394 -2.6361
C13 -4.1735 4.2886 1.6447
H17 -4.1478 1.3167 -2.4319
C14 -3.8017 -0.2212 -3.9214
O6 -3.5803 -4.9315 -0.5491
H18 1.8230 0.2103 1.2747
H19 0.0757 4.5881 -1.2637
O7 1.3845 -4.1623 -0.8202
H20 1.5682 -1.9678 5.4224
C15 -2.7773 2.6673 2.3121
H21 3.9957 -0.8213 0.6654
H22 -5.0620 -2.9931 1.3633
C16 2.3014 3.0715 3.3670
C17 -1.4048 -4.8150 -2.8018
H23 1.5994 2.6731 -6.8812
O8 -2.8223 3.9288 1.8222
C18 3.9044 -1.9069 0.6306
O9 -0.3704 -5.2765 -0.7133
H24 -1.3967 3.1329 -4.4557
H25 2.5214 -0.3263 3.6298
O10 6.6773 -1.4129 -2.9033
H26 2.3029 4.9113 0.1616
O11 4.3894 1.5377 -0.3616
H27 3.7109 -3.3508 -1.0228
O12 -0.4628 1.2648 -4.3663
H28 -2.3821 -3.3019 -0.0473
C19 2.9070 -3.1770 4.2688
H29 3.7130 -3.0412 3.5477
H30 -4.2271 -0.9261 -1.9632
C20 0.7940 1.0816 -4.0414
H31 3.4498 5.5170 -1.0269
O13 5.4083 -2.2079 -1.1790
C21 0.9946 -4.2924 -2.1305
H32 4.7221 -2.3734 1.1800
H33 -1.5535 -3.7781 -2.5002
C22 3.1046 -0.6475 4.4928
C23 1.7374 3.6931 4.5983
C24 0.6537 3.6647 -1.2246
H34 0.1768 2.9649 -1.9109
H35 -2.3005 -5.4148 -2.6402
H36 2.5469 -1.8211 -2.4006
O14 1.5168 2.1482 -4.4512
H37 -3.8925 -2.8449 -0.8964
C25 1.3962 3.5919 -6.3312
H38 -2.4735 0.8103 -2.5827
C26 -3.1672 -2.8981 2.3493
H39 -1.3067 -4.7819 -3.8869
O15 3.3440 -4.1417 5.1879
O16 -1.2760 -1.2591 -1.2313
H40 4.2650 2.6977 4.0994
O17 -3.9857 2.1446 2.4401
H41 0.0678 -6.3286 -2.3246
H42 0.4683 0.9326 2.1654
O18 -4.1615 -4.8096 1.5807
H43 2.0626 2.0115 3.2818
C27 -6.1151 2.9868 2.7618
O19 1.6825 3.8545 2.3496
O20 3.9091 3.6739 -0.1785
O21 4.4110 -1.2204 -2.7910
O22 -5.3703 -1.7215 -3.5657
H44 -0.5451 -1.1466 2.6797
C28 2.6016 -1.9762 5.0756
H45 -6.8510 3.7021 2.3945
H46 1.0519 -1.7749 2.1920
H47 3.1615 0.1077 5.2767
H48 -4.4209 4.9128 2.5034
H49 0.7450 3.9936 -4.2934
C29 -0.1665 -5.2845 -2.1171
O23 -6.9298 -0.9699 -4.9515
C30 5.6011 -1.5152 -2.3105
C31 2.1185 3.8132 -1.6391
O24 -0.3619 -1.8370 0.7723
C32 -5.8148 -0.8722 -4.4505
H50 2.9803 -0.4641 -1.3313
C33 -0.6455 2.5367 -4.9737
C34 -3.4455 -3.5130 -0.1603
H51 -0.9054 2.4117 -6.0249
H52 0.5149 0.7550 -0.7431
H53 -3.0725 -1.8164 2.2540
H54 2.3102 4.1659 -6.1787
O25 -0.1485 5.2366 2.2753
O26 0.6326 4.4706 4.1884
H55 2.9412 -2.2407 1.0166
O27 0.7745 -5.1042 1.1608
C35 0.6521 4.6043 2.9203
H56 2.4270 4.3697 5.1030
H57 0.7177 4.2598 -6.8620
O28 -3.9779 -6.8698 0.5738
H58 4.2000 2.7481 2.3916
C36 -0.0727 0.3889 0.0988
C37 -0.6406 -0.9611 -0.1907
C38 0.1931 -1.1813 1.8785
C39 -4.9330 2.9636 1.7359
H59 1.7096 -4.6620 -2.8655
H60 2.0576 -3.5373 3.6884
C40 3.8000 3.2418 3.2772
O29 2.8019 2.5051 -1.5848

Atomic forces in eV per Å
H -0.1963 -0.4652 0.2508
H -0.3365 -0.3500 0.1695
C -1.2300 0.3979 0.2292
C 1.6579 0.3907 4.7227
O -0.2934 2.1466 -1.9457
O 0.1155 -0.7148 0.9020
H 0.1357 -0.0185 -0.0523
H 0.4808 -0.3354 -0.0968
H 0.0929 0.1060 -0.2623
O 1.9984 2.0675 -0.3394
C 0.5000 -1.6725 -0.1032
H -0.0188 0.0745 -0.3290
H 0.0530 0.1363 0.0462
H 0.2458 0.5808 0.0908
H 0.0042 -0.1936 -0.0334
C 1.1648 -0.4871 0.2053
H -0.2200 -0.7517 -0.1608
H 0.6720 0.1552 0.0370
C -0.4439 -3.5076 -1.2696
C 1.4368 0.4690 -0.0733
C 1.4486 -0.1244 0.9174
C 1.0501 -0.6897 -0.1870
O -2.5201 0.9138 -0.2652
C 0.1067 0.6603 -0.0079
C 1.0182 0.6927 0.6827
H -0.2221 -0.2976 -0.2751
H -0.1350 0.4494 0.4467
C -1.5501 0.0920 -0.1882
H -0.1567 -0.0085 0.2320
C -1.0220 0.8012 0.1495
O -2.3356 0.9129 -2.8658
H -0.2109 -0.0750 -0.1591
H -0.0545 -0.4236 -0.1479
C -1.1683 0.1076 0.6785
H -0.1945 -0.0071 -0.0469
C 2.2627 2.5842 -0.1907
O -0.5433 1.0388 0.2825
H -0.0861 -0.2114 -0.2092
H 0.3284 0.2584 -0.1213
O 3.0979 0.5929 0.7274
H -0.1417 0.2107 -0.1768
C 3.3254 -0.4578 -0.0016
H 0.0488 0.0174 0.2276
H -0.1086 0.0028 -0.5446
C 1.2474 0.6958 -0.6424
C -0.4714 0.4783 -0.7953
H 0.0174 0.2327 -0.2914
O 0.3016 -0.6759 -0.5012
C 0.0588 -0.4003 -0.6909
O -4.7713 -2.5728 -0.4261
H 0.0843 -0.2464 0.0597
H 0.0230 0.0788 0.0648
O -2.7818 0.2504 1.7614
H 0.3448 0.0372 0.3333
O 0.0413 0.1525 0.1227
H 0.2381 -0.0841 0.2369
O -1.7889 0.2430 -0.4259
H -0.0314 -0.0300 -0.3479
C 0.0298 -0.6014 -1.4833
H 0.1596 0.3490 -0.0106
H -0.6482 -0.1510 0.0785
C 1.5111 -1.3037 2.3321
H 0.2283 -0.3377 -0.2062
O 1.5504 -0.1161 0.6916
C -1.1410 0.1990 -2.8256
H -0.1540 0.0515 0.2269
H -0.3732 0.0255 0.1662
C 0.1047 -0.7443 0.3918
C 0.0889 -0.5790 1.6259
C 0.4210 -0.1952 -0.2732
H -0.1204 -0.1960 0.1443
H 0.2454 -0.0082 0.4731
H -0.0935 0.0850 0.3318
O 1.4150 -1.3807 0.8435
H -0.0059 -0.4415 0.0139
C -1.0862 -0.0746 0.4986
H 0.0216 -0.3160 0.0115
C -0.0653 1.1816 -0.5041
H 0.4632 -0.0933 -0.1143
O 0.4826 -1.1026 2.3065
O 1.5098 0.4310 3.0098
H 0.0775 0.2569 0.2938
O 0.6715 -0.8069 -0.6316
H 0.3469 0.1174 -0.5043
H 0.0580 0.1349 -0.1909
O -1.0162 -2.2653 -0.1151
H -0.3553 0.1004 -0.2314
C -0.1226 0.6949 -1.7220
O -1.1235 0.4952 -0.2144
O 1.4328 3.7179 2.2933
O -1.0651 2.1913 -1.0459
O -0.5679 -2.3924 2.0538
H -0.0100 0.2324 -0.0464
C 0.6740 1.1952 1.0377
H -0.3777 -0.1883 -0.1148
H -0.2527 -0.3093 0.2788
H -0.4377 0.0975 -0.0755
H -0.2636 0.2982 -0.1952
H 0.1048 0.2757 -0.0560
C -0.0630 -0.0540 0.6008
O 2.0243 0.3179 0.8115
C 2.2655 -1.4814 -1.4162
C 0.4735 -0.3082 0.1691
O -0.8366 -0.3390 -1.0241
C -5.2055 -1.3080 -1.8646
H 0.5512 0.3988 -0.4649
C -0.2408 0.2591 -1.7678
C 0.0184 -0.6564 0.3690
H -0.7300 -0.3344 0.0737
H -0.2086 -0.0466 -0.0382
H -0.3610 0.3348 0.0914
H 0.0283 -0.3132 0.2596
O 1.2315 -0.4379 0.3776
O -0.2636 -0.2256 2.3805
H -0.0214 0.0172 0.1094
O 0.0987 0.8093 -2.2667
C -0.9218 0.1188 -3.9282
H 0.1185 -0.2225 0.0977
H -0.0603 -0.1690 -0.3047
O -0.4652 2.0548 -0.0141
H -0.1317 0.0907 -0.2093
C 0.3986 -0.0706 0.8424
C -1.1856 -0.8025 -3.7397
C 1.8702 0.2624 0.9905
C -0.7877 0.5171 2.4742
H 0.7910 0.3063 0.5623
H -0.1069 -0.2692 0.2358
C 0.3774 -0.7846 -0.3348
O -1.5422 0.5810 -1.0175

Strongest force on any atom in eV/A: 5.68
Structure (SMILES): C[C@H]1COC(=O)O1.C[C@H]1COC(=O)O1.C[C@H]1COC(=O)O1.C[C@H]1COC(=O)O1.C[C@H]1COC(=O)O1.C[C@H]1COC(=O)O1.C[C@H]1COC(=O)O1.C[C@H]1COC(=O)O1.C[C@H]1COC(=O)O1.O=C1CCCO1
Spin multiplicity: 1
E_tot in Ha: -3742.22042
E_HOMO in Eh: -0.378
Charge: 0

***

Q: Look up the charge of the second one.
A: 0